Density functional theory data (ωB97M-V/def2-TZVPD) for a structure of composition C20H22BrClKN5O6Te.

Each line ends with the Mulliken charge.
Atoms and positions in Å:
K: 1.43330 0.95158 -0.36378  0.742
Br: -1.09431 3.10358 -0.65230  -0.258
C: -0.58736 4.34233 -2.00713  0.502
C: -1.46924 5.34474 -2.30042  -0.661
C: -1.15515 6.27776 -3.31167  -0.340
C: 0.02278 6.17180 -3.99121  -0.877
C: 0.94510 5.13477 -3.69472  1.095
C: 2.16458 5.03194 -4.40479  -0.761
C: 3.04015 4.02852 -4.09344  -0.725
C: 2.73542 3.09972 -3.07153  -0.294
C: 1.56678 3.10812 -2.32151  -1.005
C: 0.66712 4.17309 -2.67326  0.348
H: -2.40411 5.41587 -1.76049  0.367
H: -1.85639 7.07227 -3.54257  0.337
H: 0.27370 6.88257 -4.77360  0.263
H: 2.38603 5.75508 -5.18446  0.264
H: 3.98007 3.94823 -4.63445  0.349
H: 3.49342 2.34022 -2.87603  0.409
N: 2.39311 -1.34980 -1.97302  -0.271
N: 2.94240 -2.45430 -1.28187  -0.312
C: 2.62027 -2.58477 0.05088  0.344
N: 3.26352 -3.62251 0.66471  -0.380
N: 1.86129 -1.71165 0.64131  0.542
N: 1.45898 -1.89788 1.91605  -0.356
O: 1.10164 -3.02512 2.20932  -0.467
O: -0.76491 0.20000 0.82510  -0.761
H: 2.01044 -1.69594 -2.84254  0.212
H: 3.14983 -0.70241 -2.18964  0.194
H: 3.94111 -2.58206 -1.43321  0.253
H: 3.67786 -4.30034 0.04977  0.228
H: 2.78870 -3.99381 1.46866  0.245
O: 4.74022 -0.09004 0.08417  -0.568
Cl: 5.68594 -0.53349 -0.91183  1.646
O: 5.84770 -1.97699 -0.81886  -0.725
O: 6.95935 0.10246 -0.71868  -0.716
O: 5.17168 -0.21777 -2.23431  -0.694
C: -4.83290 -3.33174 5.39659  -1.423
C: -4.15151 -2.83732 4.14678  0.750
C: -4.06868 -1.48285 3.86060  -1.128
C: -3.42249 -1.00432 2.72196  1.162
C: -3.43630 0.46865 2.42756  -1.628
C: -2.80947 -1.91295 1.84481  -0.332
Te: -1.77025 -1.22044 0.11103  0.276
C: -2.89570 -3.28727 2.11834  1.487
C: -2.25800 -4.30322 1.20906  -1.587
C: -3.56668 -3.72704 3.25491  -0.984
H: -5.45085 -2.54980 5.84114  0.344
H: -4.10384 -3.64442 6.14963  0.277
H: -5.47420 -4.19142 5.18811  0.341
H: -4.53214 -0.76687 4.53479  0.193
H: -3.91872 1.02283 3.23604  0.341
H: -3.98268 0.65295 1.49674  0.324
H: -2.42613 0.84251 2.24965  0.304
H: -1.19312 -4.08745 1.09276  0.207
H: -2.69523 -4.27878 0.20739  0.336
H: -2.38260 -5.31218 1.60820  0.341
H: -3.61952 -4.79465 3.45522  0.230

Forces on the atoms, in the same order (eV/Å):
K -0.077 -0.098 0.149
Br -0.025 0.007 -0.041
C 0.023 -0.007 -0.005
C -0.008 0.007 -0.001
C 0.004 0.004 -0.004
C -0.002 -0.006 0.002
C 0.010 0.016 -0.004
C 0.017 -0.019 0.004
C -0.009 0.021 -0.006
C -0.012 0.019 0.000
C 0.055 0.039 -0.064
C -0.028 -0.017 0.030
H 0.000 -0.001 0.001
H -0.003 -0.001 0.003
H 0.004 -0.002 0.000
H -0.010 0.005 0.002
H 0.000 -0.004 0.003
H -0.002 -0.006 -0.006
N 0.099 0.025 0.064
N -0.097 0.059 0.093
C 0.125 -0.100 -0.125
N -0.064 0.021 -0.029
N -0.061 0.131 0.163
N 0.000 -0.033 -0.134
O -0.001 -0.032 0.066
O -0.157 0.102 0.008
H -0.031 0.021 0.012
H 0.015 -0.034 -0.039
H 0.007 -0.041 -0.033
H 0.052 0.026 0.002
H 0.008 0.014 0.000
O 0.045 -0.074 -0.124
Cl 0.089 0.110 -0.021
O -0.004 -0.061 0.004
O -0.009 -0.011 0.009
O -0.004 -0.009 0.056
C 0.001 0.000 0.002
C 0.004 -0.010 -0.002
C 0.000 0.033 -0.003
C 0.005 -0.048 -0.032
C 0.025 -0.002 -0.024
C -0.008 -0.001 0.009
Te -0.025 -0.013 -0.023
C -0.005 0.018 0.007
C 0.008 -0.017 -0.013
C -0.010 -0.008 0.015
H 0.000 0.001 0.000
H -0.001 0.002 -0.001
H 0.003 -0.001 0.000
H -0.003 -0.006 0.008
H 0.027 0.004 -0.011
H -0.004 -0.008 0.000
H 0.040 0.003 0.013
H -0.013 -0.013 -0.001
H 0.006 -0.001 0.011
H -0.005 -0.004 0.009
H 0.002 0.002 0.001

## Properties
Charge ... -2
Relative energy (zero: lowest compared OMol25 entry of this formula, charge and spin) ... 17.7 kJ/mol
HOMO-LUMO gap ... 0.1914 Ha

***

Density functional theory data (ωB97M-V/def2-TZVPD) for a structure of composition C14H24ClGdN5O6 at a distorted geometry.

Each line ends with the Mulliken charge.
Atoms and positions in Å:
O: -1.80394 -0.44233 -2.64881  -0.717
H: -2.33050 -0.37352 -3.43381  0.163
Gd: -0.18777 -0.36770 -1.09732  0.740
N: -2.30717 -0.30254 0.06249  0.510
N: -1.08865 1.85153 -0.67049  0.922
N: 1.50595 -1.90618 -0.41806  0.351
N: 2.01372 0.62255 -0.31664  0.302
O: -2.74636 -1.47426 0.24974  -0.610
O: 1.21185 -3.25310 -0.19318  -0.481
O: 2.23472 1.96753 -0.06670  -0.461
O: -0.39172 2.94502 -0.68353  -0.766
C: -2.45155 1.89945 -0.81247  0.353
C: -3.12091 0.65884 -0.51760  0.267
C: 2.74049 -1.58078 -0.01126  0.218
C: 3.05197 -0.16529 -0.01008  0.412
C: -4.48288 0.28618 -0.96512  -1.405
H: -4.46451 -0.35288 -1.86011  0.268
H: -5.06556 1.18282 -1.17570  0.424
H: -4.95745 -0.28491 -0.16186  0.330
C: -3.15286 3.09955 -1.34253  -1.381
H: -2.70754 3.42490 -2.29183  0.312
H: -3.07061 3.91627 -0.61339  0.290
H: -4.21674 2.89914 -1.51359  0.415
C: 3.71806 -2.60630 0.40819  -1.606
C: 4.42010 0.28050 0.37717  -1.506
H: 3.41530 -3.60894 0.10712  0.428
H: 3.87549 -2.62057 1.49049  0.365
H: 4.69764 -2.39262 -0.03148  0.422
H: 4.46421 1.33979 0.61156  0.409
H: 5.16670 0.09234 -0.40234  0.346
H: 4.78465 -0.26740 1.25149  0.379
H: 0.33171 -3.39086 -0.65262  0.408
H: 1.34386 2.37883 -0.30360  0.424
C: 0.75343 0.29887 -3.18097  -0.820
H: -0.04198 -0.06071 -3.83350  0.385
H: 1.68320 -0.18937 -3.51078  0.388
H: 0.78753 1.40774 -3.31528  0.332
O: -1.04339 -2.84116 -2.24667  -0.702
H: -1.55268 -1.94857 -2.43351  0.439
H: -0.60399 -3.02189 -3.09697  0.313
Cl: 1.34192 -1.80114 5.11045  -0.210
C: 0.54022 -0.64707 4.15276  0.017
C: -0.15545 0.41208 4.72194  -0.243
C: -0.74484 1.33797 3.87985  -0.925
C: -0.62403 1.17443 2.49723  -0.081
N: 0.02702 0.14694 1.97699  0.264
C: 0.62281 -0.75553 2.75457  -0.449
H: -0.21188 0.50254 5.79838  0.451
H: -1.29553 2.19216 4.22561  0.438
H: -1.07971 1.91873 1.83593  0.357
H: 1.16766 -1.58109 2.29982  0.519

Forces on the atoms, in the same order (eV/Å):
O 0.501 -0.457 0.687
H -0.306 0.151 -0.453
Gd -2.026 0.195 1.673
N -0.674 0.138 -0.851
N -0.230 0.795 0.169
N 2.738 -0.617 1.513
N 2.752 -0.462 1.368
O 0.117 1.030 -0.125
O -1.038 0.461 -0.893
O -0.999 -0.769 -0.896
O -0.631 -1.122 -0.257
C 0.432 -1.152 0.298
C 1.362 -0.256 0.001
C -3.072 -1.620 -1.366
C -1.887 2.434 -0.810
C -0.342 0.236 0.478
H 0.227 0.160 0.277
H -0.091 -0.267 0.002
H -0.086 0.011 -0.189
C -0.146 0.253 0.158
H 0.030 -0.003 0.304
H 0.041 -0.032 -0.283
H 0.389 0.095 0.091
C 0.566 -0.367 0.058
C 0.278 0.297 0.425
H -0.076 0.217 0.020
H -0.155 0.106 0.015
H -0.137 0.061 0.028
H -0.190 0.027 -0.056
H -0.315 -0.066 -0.156
H -0.202 0.028 -0.038
H 0.994 0.113 0.386
H 0.630 0.016 0.240
C 1.184 1.517 -4.479
H -0.114 -0.192 0.697
H 0.066 0.008 1.160
H 0.052 -0.690 1.092
O 0.388 1.054 -0.049
H 0.117 -0.996 -0.203
H -0.231 -0.109 0.429
Cl 0.253 -0.444 0.431
C -0.050 0.328 -1.042
C 0.039 -0.046 -0.048
C 0.134 -0.166 -0.763
C -0.238 0.228 0.864
N 0.449 -0.536 -1.389
C -0.481 0.594 1.011
H -0.025 -0.003 -0.008
H -0.073 0.139 0.381
H 0.250 -0.468 0.067
H -0.174 0.147 0.028

## Properties
Charge ... +1
Relative energy (zero: lowest compared OMol25 entry of this formula, charge and spin) ... 0.0 kJ/mol
Spin multiplicity ... 8
HOMO-LUMO gap (alpha / beta) ... 0.2510 / 0.2028 Ha

***

Density functional theory data (ωB97M-V/def2-TZVPD) for an isolated molecule of C24H29N3O6S at a distorted geometry.

Each line ends with the Mulliken charge.
Atoms and positions in Å:
C: -1.14816 -3.91907 3.37888  -0.740
O: -1.08662 -4.65570 2.18175  -0.503
C: -0.74436 -4.00072 1.03693  0.081
C: -0.73206 -4.75982 -0.13089  -0.901
C: -0.38968 -4.19349 -1.34123  -0.623
C: -0.04749 -2.84697 -1.42381  0.674
O: 0.33262 -2.21226 -2.57261  -0.402
C: 0.19397 -2.90267 -3.79096  -1.045
C: -0.07158 -2.08100 -0.25666  0.054
C: 0.26991 -0.60820 -0.30550  -0.467
C: -0.88193 0.24503 0.17180  -0.803
C: -2.19401 0.17153 -0.48703  0.215
O: -2.56167 -0.84117 -1.06136  -0.666
C: -3.03180 1.36079 -0.42216  0.347
S: -2.41906 2.95294 -0.09317  -0.160
C: -4.04140 3.56936 -0.27874  0.830
C: -4.34118 5.01022 -0.12218  -1.175
N: -4.92044 2.66757 -0.54786  -0.593
C: -4.39409 1.42716 -0.64984  0.004
C: -5.28178 0.28449 -0.97732  -1.179
C: -0.50104 0.87211 1.30271  0.517
O: -1.16096 1.66005 2.15627  -0.623
C: 0.91622 0.53741 1.60031  0.834
O: 1.53307 0.96142 2.56522  -0.752
N: 1.33741 -0.27377 0.61621  0.722
C: 2.63402 -0.89615 0.54264  -1.249
C: 3.49103 -0.39435 -0.63025  -0.791
N: 4.44895 0.61359 -0.21960  -0.015
C: 3.82767 1.86284 0.19098  0.046
C: 4.91007 2.82813 0.67169  -0.845
O: 5.87366 3.07372 -0.32648  -0.383
C: 6.46841 1.86570 -0.73223  -0.678
C: 5.42564 0.88165 -1.26184  -0.545
C: -0.41258 -2.65508 0.95818  0.324
H: -1.45435 -4.62892 4.14564  0.245
H: -0.17231 -3.49923 3.64483  0.294
H: -1.88614 -3.11279 3.31708  0.297
H: -0.99983 -5.80236 -0.06964  0.470
H: -0.39420 -4.81434 -2.22237  0.430
H: -0.83690 -3.23362 -3.94539  0.399
H: 0.86930 -3.76298 -3.84646  0.344
H: 0.46289 -2.18652 -4.56622  0.269
H: 0.54770 -0.35725 -1.33459  0.606
H: -5.38646 5.18634 -0.36016  0.342
H: -4.14785 5.32541 0.90253  0.286
H: -3.71000 5.60412 -0.78088  0.314
H: -5.32413 0.15731 -2.05889  0.247
H: -6.28504 0.48855 -0.61278  0.403
H: -4.89330 -0.63722 -0.55287  0.306
H: -0.52832 1.89729 2.85999  0.329
H: 3.15342 -0.68867 1.48078  0.567
H: 2.48304 -1.97623 0.44639  0.482
H: 2.83000 -0.03168 -1.43746  0.443
H: 4.06451 -1.23633 -1.02533  0.467
H: 3.14542 1.67498 1.01765  0.050
H: 3.26838 2.32437 -0.64348  0.236
H: 4.47538 3.79617 0.92498  0.372
H: 5.39694 2.40146 1.56097  0.375
H: 7.18771 2.12176 -1.51225  0.361
H: 6.99515 1.40448 0.11687  0.355
H: 5.91735 -0.05414 -1.53732  0.382
H: 4.94958 1.31066 -2.16222  0.343
H: -0.41890 -2.02469 1.83414  0.473

Forces on the atoms, in the same order (eV/Å):
C -0.006 0.082 0.147
O -0.009 -0.164 -0.227
C 0.058 0.041 -0.182
C -0.059 0.085 0.288
C 0.053 0.094 -0.196
C 0.043 0.072 0.441
O -0.037 0.124 0.238
C 0.010 -0.062 -0.179
C 0.133 -0.216 -0.377
C -0.263 -0.048 -0.283
C 0.363 0.110 0.471
C -0.241 -0.051 -0.040
O 0.177 0.137 -0.001
C -0.525 0.484 -0.066
S -0.871 0.051 -0.318
C 1.131 -0.155 0.094
C 0.012 0.235 0.063
N -0.885 0.239 -0.111
C 0.850 -0.407 0.142
C -0.020 -0.120 0.046
C -0.247 -0.167 -0.344
O 0.228 -0.202 0.106
C 0.185 0.058 0.102
O -0.048 0.084 0.139
N -0.096 0.067 0.041
C 0.298 -0.034 -0.128
C 0.027 -0.084 0.208
N 0.022 -0.012 -0.089
C 0.251 0.191 0.139
C -0.359 -0.063 0.109
O -0.005 0.156 -0.089
C 0.035 -0.315 -0.259
C 0.226 0.203 0.134
C -0.018 -0.208 0.031
H 0.025 0.095 -0.012
H -0.032 0.005 -0.015
H 0.029 -0.007 -0.001
H -0.026 -0.136 -0.001
H 0.010 -0.053 -0.103
H 0.025 -0.009 0.008
H -0.044 0.021 0.003
H -0.026 -0.096 0.009
H -0.011 0.074 0.163
H -0.016 0.006 -0.011
H -0.027 0.077 0.032
H -0.015 0.093 -0.022
H -0.031 -0.078 -0.063
H -0.053 0.018 0.004
H -0.070 -0.048 -0.051
H 0.019 -0.080 -0.085
H -0.034 -0.093 -0.058
H 0.006 0.070 0.069
H 0.045 -0.045 -0.031
H -0.064 0.025 -0.042
H -0.047 0.050 0.032
H -0.013 -0.020 0.022
H -0.004 -0.083 0.047
H -0.059 0.050 -0.029
H -0.009 -0.079 0.056
H -0.004 0.019 -0.084
H 0.001 0.017 -0.042
H 0.033 -0.043 0.012
H -0.023 0.045 0.141

## Properties
Charge ... 0
Structure (SMILES) ... COc1ccc(OC)c([C@H]2C(C(=O)c3sc(C)nc3C)=C(O)C(=O)N2CCN2CCOCC2)c1
Relative energy (zero: lowest compared OMol25 entry of this formula, charge and spin) ... 170.1 kJ/mol
HOMO-LUMO gap ... 0.2860 Ha

***

What is the formula in the second record? C14H24ClGdN5O6

***

Among the records above, which one has the highest relative energy (zero: lowest compared OMol25 entry of this formula, charge and spin)? C24H29N3O6S

***

Which of these has the highest relative energy (zero: lowest compared OMol25 entry of this formula, charge and spin)? C24H29N3O6S